No. 1
68
Properties=species:S:1:pos:R:3:lowdin_spin:R:1 method="wB97M-V/def2-TZVPD" total_charge=+1 orbital_gap_ev="7.962 / 7.806" lumo_energy_ev="-3.208 / -3.368" spin_multiplicity=5 s_squared=6.02 molar_mass_g_mol=774.5
Cr 0.868 -0.114 -0.289 3.799
F 2.941 -0.393 6.724 0.000
C 2.225 -0.237 5.629 0.000
C 0.878 0.056 5.717 0.000
F 0.299 0.175 6.899 0.000
C 0.147 0.228 4.552 -0.001
F -1.143 0.513 4.686 0.000
C 0.715 0.120 3.287 -0.001
P -0.318 0.451 1.824 0.018
C -1.033 2.094 2.092 0.002
C -2.285 2.293 2.673 0.000
C -2.769 3.580 2.847 0.000
C -2.009 4.674 2.458 0.000
C -0.756 4.485 1.893 0.000
C -0.275 3.199 1.707 0.001
C -1.666 -0.759 1.871 0.005
C -2.747 -0.573 1.010 0.003
C -3.724 -1.548 0.903 0.001
C -3.620 -2.721 1.640 0.000
C -2.534 -2.918 2.478 0.001
C -1.554 -1.943 2.589 -0.001
C 2.083 -0.177 3.226 0.003
Br 3.060 -0.368 1.617 0.043
C 2.824 -0.355 4.380 0.001
F 4.120 -0.632 4.336 0.001
H -2.879 1.450 2.993 0.000
H -3.741 3.728 3.297 0.000
H -2.394 5.675 2.597 0.000
H -0.155 5.333 1.593 0.000
H 0.706 3.063 1.265 0.001
H -2.839 0.336 0.427 0.001
H -4.568 -1.390 0.245 0.000
H -4.383 -3.482 1.555 0.000
H -2.445 -3.832 3.047 0.000
H -0.701 -2.120 3.232 0.000
N 2.425 5.371 -4.385 0.000
C 2.339 5.454 -3.046 0.000
S 2.485 6.819 -2.173 0.004
C 2.031 4.139 -2.380 0.009
C 1.097 3.257 -2.911 -0.001
C 0.820 2.087 -2.227 0.020
N 1.425 1.766 -1.078 0.010
C 2.343 2.607 -0.582 0.012
C 2.664 3.801 -1.191 -0.002
H 2.640 6.207 -4.905 0.000
H 2.496 4.486 -4.856 0.000
H 0.554 3.477 -3.819 0.000
H 0.091 1.386 -2.615 0.006
H 2.824 2.302 0.339 0.001
H 3.385 4.470 -0.747 0.000
C -1.292 -5.861 -5.436 0.000
C -0.635 -5.018 -4.382 0.000
C -1.399 -4.287 -3.479 0.000
C -0.798 -3.503 -2.504 0.000
C 0.587 -3.465 -2.437 0.001
C 1.376 -4.195 -3.320 0.000
C 0.756 -4.959 -4.288 0.000
S 1.364 -2.503 -1.212 0.013
O 0.294 -2.083 -0.236 0.026
O 2.456 -3.236 -0.660 0.000
O 1.780 -1.168 -1.794 0.024
H -2.369 -5.905 -5.290 0.000
H -0.907 -6.881 -5.418 0.000
H -1.101 -5.458 -6.432 0.000
H -2.478 -4.337 -3.533 0.000
H -1.392 -2.948 -1.794 0.000
H 2.454 -4.177 -3.238 0.000
H 1.360 -5.534 -4.978 0.000

No. 2
67
Properties=species:S:1:pos:R:3:lowdin_spin:R:1 method="wB97M-V/def2-TZVPD" total_charge=+1 orbital_gap_ev="6.784 / 6.784" lumo_energy_ev="-3.997 / -4.123" spin_multiplicity=2 s_squared=0.76 molar_mass_g_mol=847.7 de_lowest_kj_mol=0.0
Re -1.809 0.335 0.384 0.767
O -2.726 0.071 6.467 -0.001
C -2.470 0.128 5.156 -0.001
C -1.176 0.234 4.634 0.002
C -1.041 0.303 3.265 -0.001
N -2.098 0.275 2.463 -0.003
C -3.329 0.120 2.941 -0.001
C -3.569 0.044 4.291 0.001
C -4.333 -0.022 1.820 0.007
O -5.502 -0.195 1.960 0.016
O -3.710 0.085 0.633 0.046
C 0.242 0.340 2.470 0.007
O 1.341 0.358 2.936 0.016
O -0.035 0.312 1.160 0.047
H -1.919 0.144 6.989 0.000
H -0.294 0.257 5.261 0.000
H -4.573 -0.083 4.671 0.000
Br -0.723 6.241 -4.008 -0.001
C -1.080 4.972 -2.660 0.000
C -1.270 5.404 -1.336 0.011
C -1.522 4.504 -0.337 0.000
C -1.599 3.122 -0.603 0.004
O -1.817 2.329 0.416 -0.007
C -1.424 2.684 -1.948 0.001
C -1.498 1.340 -2.379 0.037
N -1.767 0.296 -1.634 0.001
C -1.846 -1.014 -2.196 -0.001
C -1.983 -1.306 -3.524 0.000
C -2.026 -2.646 -3.965 -0.002
C -1.948 -3.679 -3.080 -0.001
C -1.844 -3.412 -1.694 0.000
C -1.787 -4.426 -0.713 0.016
C -1.707 -4.095 0.610 0.000
C -1.692 -2.739 0.966 0.014
N -1.737 -1.768 0.079 -0.003
C -1.805 -2.077 -1.256 0.008
C -1.156 3.645 -2.959 0.013
H -1.210 6.461 -1.110 0.001
H -1.663 4.828 0.684 0.000
H -1.303 1.172 -3.434 0.001
H -2.066 -0.521 -4.262 0.000
H -2.127 -2.842 -5.023 0.000
H -1.983 -4.707 -3.418 0.000
H -1.814 -5.463 -1.024 0.001
H -1.667 -4.847 1.383 0.000
H -1.635 -2.441 2.006 0.001
H -1.017 3.308 -3.978 0.000
C 6.928 1.607 0.393 0.000
C 5.648 0.859 0.154 0.000
C 4.900 1.070 -1.003 0.000
C 3.709 0.394 -1.217 0.000
C 3.264 -0.503 -0.261 0.000
C 3.977 -0.717 0.909 0.000
C 5.170 -0.043 1.103 0.000
S 1.734 -1.375 -0.528 0.001
C 2.401 -2.770 -1.452 0.001
O 0.948 -0.586 -1.526 0.004
H 7.278 2.093 -0.517 0.000
H 7.713 0.939 0.747 0.000
H 6.788 2.379 1.152 0.000
H 5.256 1.774 -1.745 0.000
H 3.115 0.565 -2.106 0.000
H 3.596 -1.387 1.669 0.000
H 5.735 -0.207 2.013 0.000
H 2.976 -2.400 -2.299 0.000
H 1.550 -3.356 -1.796 0.000
H 3.028 -3.369 -0.792 0.000